1.
{
  "formula": "C20H34GeO3S3Sn",
  "method": "wB97M-V/def2-TZVPD",
  "charge": -1,
  "gap_ha": [0.2305, 0.2215],
  "e_lumo_ev": [2.7, 1.7],
  "spin_multiplicity": 2,
  "elements": ["Sn", "Ge", "S", "S", "S", "O", "O", "O", "C", "C", "C", "C", "C", "C", "C", "C", "C", "C", "C", "C", "C", "C", "C", "C", "C", "C", "C", "C", "H", "H", "H", "H", "H", "H", "H", "H", "H", "H", "H", "H", "H", "H", "H", "H", "H", "H", "H", "H", "H", "H", "H", "H", "H", "H", "H", "H", "H", "H", "H", "H", "H", "H"],
  "coordinates": [[-0.363, -0.699, -0.691], [1.670, 0.045, 1.884], [-2.823, -1.421, -0.410], [-3.928, -2.702, -2.825], [-1.017, -2.587, -2.463], [2.080, 0.567, 0.127], [1.090, -1.661, 1.145], [-0.116, 0.609, 1.524], [3.203, 1.266, -1.831], [-2.617, -2.231, -1.930], [-0.880, 1.551, 2.237], [4.043, -0.682, -0.506], [-0.846, 1.247, 3.741], [1.912, -3.095, 2.904], [-0.627, 1.257, -2.469], [-0.337, 2.963, 1.984], [1.076, -4.000, 0.720], [-1.960, 1.323, -2.978], [-0.527, -2.991, 2.355], [-4.243, 2.137, -2.805], [-2.321, 1.449, 1.737], [-4.574, 1.498, -3.995], [3.368, 0.692, -0.422], [-3.607, 0.760, -4.667], [4.224, 1.644, 0.424], [-2.962, 2.052, -2.304], [-2.323, 0.671, -4.172], [0.891, -2.908, 1.778], [0.179, 1.304, 4.112], [-1.219, 0.234, 3.909], [-5.579, 1.571, -4.392], [5.182, 1.848, -0.059], [-0.277, 3.139, 0.908], [4.409, 1.205, 1.407], [0.377, -3.825, -0.100], [-0.712, -3.975, 2.791], [-2.361, 1.694, 0.674], [-3.873, 0.225, -5.570], [-1.583, 0.066, -4.682], [-2.977, 2.125, 2.290], [4.170, 1.387, -2.322], [0.144, 0.914, -3.148], [2.092, -3.959, 0.322], [2.924, -2.962, 2.515], [4.170, -1.091, 0.499], [-1.252, -2.813, 1.558], [0.670, 3.054, 2.399], [-0.983, 3.716, 2.440], [2.700, 2.233, -1.778], [1.828, -4.092, 3.341], [-4.999, 2.694, -2.264], [-1.466, 1.955, 4.294], [0.891, -4.990, 1.142], [5.017, -0.620, -0.996], [-2.675, 0.424, 1.852], [3.685, 2.583, 0.566], [-2.702, 2.537, -1.370], [2.582, 0.586, -2.418], [3.395, -1.359, -1.068], [-0.324, 2.014, -1.753], [1.746, -2.352, 3.687], [-0.663, -2.223, 3.120]],
  "lowdin_charge": [1.05, 0.95, 0.40, 0.41, 0.36, -0.42, -0.47, -0.46, -0.04, -1.87, -0.72, -0.04, -0.06, -0.07, -0.14, -0.04, -0.04, -0.34, -0.03, -0.10, -0.04, -0.10, -0.74, -0.10, -0.06, -0.06, -0.06, -0.72, 0.05, 0.08, 0.09, 0.08, 0.08, 0.06, 0.04, 0.08, 0.06, 0.10, 0.11, 0.09, 0.08, 0.04, 0.08, 0.08, 0.07, 0.04, 0.08, 0.08, 0.08, 0.08, 0.10, 0.08, 0.08, 0.08, 0.06, 0.08, 0.09, 0.07, 0.09, 0.04, 0.06, 0.08]
}

2.
{
  "formula": "C5H9N2",
  "method": "wB97M-V/def2-TZVPD",
  "charge": 1,
  "gap_ha": 0.3674,
  "e_lumo_ev": -4.9,
  "elements": ["N", "N", "C", "C", "C", "C", "C", "H", "H", "H", "H", "H", "H", "H", "H", "H"],
  "coordinates": [[-1.776, -0.318, -0.230], [0.307, -1.092, -0.860], [-0.946, -1.322, -0.469], [-0.302, -2.417, 0.286], [1.321, 0.804, 0.492], [0.504, 0.393, -0.729], [-1.054, 0.865, -0.629], [-0.152, -2.301, 1.434], [-2.744, -0.211, -0.034], [2.306, 0.495, 0.228], [-1.211, 1.266, -1.549], [1.167, 0.661, -1.666], [1.088, 0.424, 1.391], [1.343, 1.819, 0.474], [-1.152, 1.598, 0.034], [-0.090, -3.295, -0.239]],
  "lowdin_charge": [0.16, 0.16, -0.30, 0.28, -0.02, -0.22, -0.06, 0.16, 0.17, 0.09, 0.10, 0.19, 0.05, 0.07, 0.09, 0.08]
}

3.
{
  "formula": "C22H13CoI2N3O5S",
  "method": "wB97M-V/def2-TZVPD",
  "charge": -1,
  "gap_ha": 0.2516,
  "e_lumo_ev": 2.0,
  "elements": ["I", "I", "Co", "S", "O", "O", "O", "O", "O", "N", "N", "N", "C", "C", "C", "C", "C", "C", "C", "C", "C", "C", "C", "C", "C", "C", "C", "C", "C", "C", "C", "C", "C", "C", "H", "H", "H", "H", "H", "H", "H", "H", "H", "H", "H", "H", "H"],
  "coordinates": [[4.803, -1.051, 1.413], [2.763, -5.937, -1.437], [0.247, 0.720, -0.263], [0.717, 1.455, -2.404], [-1.568, 1.085, -0.537], [2.107, 0.055, 0.111], [-0.020, 0.165, 1.688], [-3.418, 2.265, -0.812], [0.735, 2.364, 0.651], [0.312, 1.209, 2.406], [0.058, -1.173, -1.005], [0.697, 2.313, 1.924], [-2.373, 1.804, -1.245], [3.311, -1.987, 0.286], [-2.946, 2.455, -4.915], [-2.046, 1.968, -2.714], [3.432, -3.327, -0.089], [0.116, -0.350, 5.740], [-3.107, 2.318, -3.550], [2.222, -1.198, -0.099], [1.283, -3.248, -1.206], [0.178, -0.194, 4.364], [-0.627, 1.894, -4.657], [0.255, 1.082, 3.830], [1.168, -1.906, -0.782], [-1.689, 2.236, -5.469], [0.200, 2.033, 6.022], [-0.947, -1.667, -1.683], [0.194, -3.759, -1.948], [-0.776, 1.766, -3.266], [0.126, 0.759, 6.573], [-0.901, -2.974, -2.190], [0.262, 2.204, 4.651], [2.457, -3.941, -0.837], [0.233, -4.773, -2.325], [0.171, -1.039, 3.691], [0.198, 2.903, 6.666], [-1.537, 2.329, -6.538], [-3.785, 2.728, -5.543], [0.355, 1.719, -5.080], [4.309, -3.882, 0.213], [-1.742, -3.349, -2.756], [0.059, -1.345, 6.162], [-1.807, -1.024, -1.819], [0.317, 3.185, 4.204], [-4.066, 2.477, -3.074], [0.070, 0.633, 7.646]],
  "lowdin_charge": [0.87, 0.84, 0.43, 0.79, -0.12, -0.14, -0.11, 0.04, -0.15, -0.19, 0.06, 0.04, -0.58, -0.64, -0.11, -0.15, -0.24, -0.08, -0.04, -0.43, -0.21, -0.01, -0.15, -0.15, -0.12, -0.11, -0.09, -0.07, -0.04, -0.57, -0.10, -0.03, -0.02, -0.67, 0.06, 0.11, 0.10, 0.09, 0.09, 0.09, 0.07, 0.11, 0.10, 0.12, 0.11, 0.11, 0.10]
}

4.
{
  "formula": "C11H21O2P",
  "method": "wB97M-V/def2-TZVPD",
  "gap_ha": [0.2640, 0.3421],
  "e_lumo_ev": [-0.2, 0.9],
  "elements": ["P", "O", "O", "C", "C", "C", "C", "C", "C", "C", "C", "C", "C", "C", "H", "H", "H", "H", "H", "H", "H", "H", "H", "H", "H", "H", "H", "H", "H", "H", "H", "H", "H", "H", "H"],
  "coordinates": [[-0.200, -0.002, -0.825], [4.148, -0.663, 0.601], [0.398, -0.113, -2.156], [1.695, 1.740, 0.146], [-0.774, -1.675, -0.405], [0.969, 0.468, 0.457], [-3.026, 0.285, -1.063], [-1.776, 1.040, -0.645], [-1.322, -1.768, 1.107], [3.165, 1.708, 0.589], [3.508, -0.658, -0.550], [-1.757, 1.820, 0.719], [0.456, -2.591, -0.586], [4.033, 0.682, -0.107], [-2.838, 0.334, -2.185], [-0.445, -1.889, 1.827], [1.053, 2.604, 0.568], [3.183, 1.570, 1.768], [-3.055, -0.749, -0.626], [-1.652, -2.028, -0.999], [-4.033, 0.751, -0.878], [1.101, -2.314, -1.401], [-2.733, 2.191, 0.970], [-1.554, 1.824, -1.355], [-0.878, 2.512, 0.698], [3.596, 2.757, 0.369], [1.707, 1.852, -0.931], [4.844, 1.083, -0.550], [-1.894, -0.862, 1.245], [-2.027, -2.622, 1.138], [1.127, -2.618, 0.299], [-1.404, 0.999, 1.428], [0.059, -3.588, -0.699], [1.005, 0.050, 1.433], [3.420, -1.381, -1.343]],
  "lowdin_charge": [0.66, 0.01, -0.33, -0.28, -0.45, -0.14, -0.11, -0.46, -0.09, -0.17, -0.06, -0.09, -0.12, -0.17, 0.10, 0.09, 0.12, 0.16, 0.06, 0.11, 0.09, 0.04, 0.07, 0.09, 0.06, 0.13, 0.10, 0.09, 0.02, 0.08, 0.08, 0.06, 0.07, 0.07, 0.10]
}

5.
{
  "formula": "C19H24N4O3",
  "method": "wB97M-V/def2-TZVPD",
  "gap_ha": 0.2900,
  "e_lumo_ev": 0.0,
  "elements": ["O", "O", "O", "N", "N", "N", "N", "C", "C", "C", "C", "C", "C", "C", "C", "C", "C", "C", "C", "C", "C", "C", "C", "C", "C", "C", "H", "H", "H", "H", "H", "H", "H", "H", "H", "H", "H", "H", "H", "H", "H", "H", "H", "H", "H", "H", "H", "H", "H", "H"],
  "coordinates": [[-0.511, -2.563, 0.033], [3.353, 1.390, -3.390], [2.391, -0.475, -3.850], [-3.024, 3.715, 1.463], [0.254, -1.183, -2.574], [-0.999, 1.723, 1.039], [2.469, 0.569, -3.188], [-0.766, 2.843, 1.926], [0.975, -4.879, 2.476], [-1.612, 4.063, 1.501], [-0.027, -3.133, 1.173], [-3.265, 2.535, 0.660], [1.697, 1.996, -1.431], [0.532, -4.402, 1.253], [-0.200, 1.466, -0.042], [0.460, -0.057, -1.853], [-0.375, 0.306, -0.795], [-0.710, -2.214, -2.319], [0.308, -2.842, 3.537], [1.537, 0.818, -2.176], [-0.135, -2.354, 2.326], [-1.391, 5.245, 2.434], [0.870, 2.323, -0.398], [-2.394, 1.334, 1.082], [-0.283, -3.190, -1.210], [0.866, -4.109, 3.618], [0.293, 3.085, 1.969], [-3.032, 2.788, -0.379], [0.222, -2.231, 4.423], [0.780, -3.438, -1.330], [1.408, -5.867, 2.529], [-3.360, 3.566, 2.411], [-0.564, -1.368, 2.239], [-2.640, 1.040, 2.110], [-0.835, -2.780, -3.245], [-1.330, 4.342, 0.478], [-1.148, -0.387, -0.521], [-1.676, -1.779, -2.048], [-0.358, 5.580, 2.386], [2.509, 2.651, -1.708], [-1.619, 4.968, 3.462], [-4.323, 2.275, 0.728], [-2.590, 0.490, 0.427], [-1.077, 2.533, 2.932], [0.623, -5.025, 0.377], [1.036, 3.252, 0.120], [-0.877, -4.113, -1.285], [-2.041, 6.066, 2.145], [0.986, -1.376, -3.255], [1.214, -4.490, 4.566]],
  "lowdin_charge": [-0.06, 0.05, 0.03, -0.04, 0.05, -0.09, -0.35, -0.13, -0.09, -0.39, -0.26, -0.19, 0.01, -0.03, -0.20, -0.16, 0.04, -0.14, -0.09, -0.11, -0.01, -0.05, -0.02, -0.14, -0.17, -0.10, 0.12, 0.12, 0.10, 0.14, 0.10, 0.11, 0.11, 0.12, 0.13, 0.15, 0.08, 0.12, 0.08, 0.12, 0.08, 0.12, 0.11, 0.13, 0.10, 0.10, 0.13, 0.08, 0.11, 0.10]
}

6.
{
  "formula": "C5H16NO",
  "method": "wB97M-V/def2-TZVPD",
  "charge": 2,
  "gap_ha": [0.2325, 0.2350],
  "e_lumo_ev": [-13.6, -13.4],
  "spin_multiplicity": 2,
  "elements": ["O", "N", "C", "C", "C", "C", "C", "H", "H", "H", "H", "H", "H", "H", "H", "H", "H", "H", "H", "H", "H", "H", "H"],
  "coordinates": [[1.608, -0.789, -0.848], [-0.283, -0.415, -2.875], [-0.121, -0.169, 2.130], [-0.802, 0.881, -0.132], [-1.122, 0.647, 1.306], [0.397, 1.760, -0.413], [-0.031, -1.617, 1.561], [-0.139, 0.170, -3.717], [-1.592, 1.156, -0.853], [1.294, 1.276, 0.003], [0.720, -1.635, 0.715], [-1.006, -1.956, 1.215], [-1.031, 1.649, 1.843], [-2.139, 0.312, 1.529], [-0.401, -0.180, 3.185], [0.605, 1.891, -1.472], [-0.848, -1.192, -3.263], [0.859, 0.316, 2.042], [-0.564, -0.168, -0.465], [0.611, -0.728, -2.414], [2.549, -1.091, -0.839], [0.409, -2.362, 2.228], [0.272, 2.743, 0.053]],
  "lowdin_charge": [0.03, 0.45, -0.13, -0.22, -0.10, -0.07, 0.00, 0.17, 0.15, 0.08, 0.08, 0.10, 0.24, 0.15, 0.15, 0.08, 0.17, 0.13, 0.11, 0.10, 0.11, 0.11, 0.12]
}

7.
{
  "formula": "C6H4Cl2FO4",
  "method": "wB97M-V/def2-TZVPD",
  "charge": -1,
  "gap_ha": 0.3346,
  "e_lumo_ev": 3.3,
  "elements": ["Cl", "Cl", "F", "O", "O", "O", "O", "C", "C", "C", "C", "C", "C", "H", "H", "H", "H"],
  "coordinates": [[2.232, -0.188, 1.996], [-0.387, -2.721, 0.444], [2.216, 2.076, 0.691], [2.784, 0.034, -1.649], [-1.623, 0.097, -0.950], [1.881, -2.891, -0.677], [0.481, -1.424, -1.607], [0.918, -2.245, -0.829], [-1.064, 0.683, 0.155], [0.201, 0.811, 0.476], [1.725, 0.424, -1.825], [-2.332, 1.147, 0.863], [1.425, 0.994, 0.949], [-0.870, -0.413, -1.239], [-2.147, 2.009, 1.521], [-2.388, 0.291, 1.560], [-3.054, 1.315, 0.121]],
  "lowdin_charge": [0.64, 0.43, -0.03, 0.04, 0.02, 0.00, -0.15, -1.08, -0.38, -0.04, 0.01, -0.01, -0.72, 0.02, 0.08, 0.10, 0.06]
}

8.
{
  "formula": "C4H12N3",
  "method": "wB97M-V/def2-TZVPD",
  "charge": 1,
  "gap_ha": 0.4036,
  "e_lumo_ev": -3.5,
  "elements": ["N", "N", "N", "C", "C", "C", "C", "H", "H", "H", "H", "H", "H", "H", "H", "H", "H", "H", "H"],
  "coordinates": [[0.396, -1.717, -0.462], [-1.535, -1.297, 0.650], [-0.663, 1.433, 0.897], [-0.456, -2.036, 0.494], [0.382, -0.451, -1.189], [1.212, 0.638, -0.468], [0.378, 1.854, -0.074], [-0.144, 2.291, -0.915], [-0.650, -0.170, -1.392], [-1.334, -0.232, 0.739], [0.848, -0.697, -2.138], [-1.316, 2.218, 0.955], [-0.247, -2.975, 0.995], [0.883, -2.461, -0.937], [-2.261, -1.627, 1.271], [2.077, 0.967, -1.029], [1.017, 2.590, 0.405], [1.664, 0.137, 0.379], [-0.250, 1.536, 1.819]],
  "lowdin_charge": [0.04, 0.16, -0.01, -0.12, -0.15, -0.15, -0.23, 0.12, 0.13, 0.10, 0.13, 0.10, 0.16, 0.16, 0.13, 0.11, 0.12, 0.11, 0.10]
}

Calculated electronic energy (eV), listed in the same order as above: -122291.3081, -8300.4023, -102397.7113, -25126.0141, -32192.6975, -8955.5323, -42239.2494, -8806.7703